Here is C8H12N4O as an isolated structure at a distorted geometry from the Open Molecules 2025 dataset. Energies are from ωB97M-V/def2-TZVPD.

Frontier orbital gap   0.3281 Eh
Spin multiplicity   1
LUMO   -0.03195 Ha
Charge   0

Atoms and positions in Å:
H1 -0.985 1.830 2.278
H2 -1.497 -2.395 -0.863
N1 -0.572 1.038 -0.935
C1 -1.443 -1.213 -1.112
H3 -0.015 1.469 3.924
H4 2.234 -1.142 2.399
H5 1.236 -1.078 3.958
O1 1.600 -1.523 -2.234
N2 1.448 0.611 0.972
H6 1.250 2.696 2.395
C2 -2.790 0.517 -1.872
H7 -0.279 -0.383 2.171
C3 0.353 1.796 2.762
C4 1.667 -0.516 3.038
C5 -1.768 1.412 -1.694
H8 -3.614 0.989 -2.402
H9 2.399 0.351 3.392
C6 1.156 -0.887 -0.981
H10 2.719 -0.790 0.380
H11 0.656 1.019 0.178
C7 -0.325 -0.335 -0.757
C8 0.736 0.332 2.236
N3 -2.672 -0.765 -1.538
H12 -1.816 2.486 -1.791
N4 1.710 -0.812 0.377

***

Here is one molecule with the formula C5H5NO2 at a distorted geometry from the Open Molecules 2025 dataset. Energies are from ωB97M-V/def2-TZVPD.

Frontier orbital gap   0.3593 Eh
SMILES string   C#C[C@H](C=O)/C=N\O
Spin multiplicity   1
LUMO   0.01888 Ha
Charge   0

Atoms and positions in Å:
H1 0.597 1.210 1.734
C1 -0.942 -1.109 0.456
C2 0.556 1.069 0.534
H2 -0.973 -2.104 1.088
C3 0.117 -0.320 -0.205
C4 1.525 -0.822 -0.112
O1 -2.251 0.415 -0.501
H3 -3.310 0.497 -0.559
C5 2.801 -0.974 -0.320
H4 -0.261 0.084 -1.279
N1 -2.079 -0.655 0.191
H5 3.806 -1.453 -0.221
O2 1.044 1.995 -0.026

***

Here is one molecule with the formula C4H8FN at a distorted geometry from the Open Molecules 2025 dataset. Energies are from ωB97M-V/def2-TZVPD.

Frontier orbital gap   0.3953 Eh
SMILES string   C[C@H]1N[C@@H]1CF
Spin multiplicity   1
LUMO   0.04215 Ha
Charge   0

Atoms and positions in Å:
H1 0.302 -1.935 1.556
C1 -0.549 -0.001 -0.524
H2 -2.107 1.202 0.517
H3 1.961 -1.584 1.298
H4 -1.825 1.577 -1.326
H5 0.919 1.152 -1.080
F1 -0.530 2.314 0.085
H6 0.921 0.681 0.870
H7 1.063 -2.270 -0.046
H8 -1.103 -0.843 -0.908
C2 0.981 -1.582 0.802
C3 0.638 -0.200 0.258
C4 -1.369 1.289 -0.332
N1 0.697 0.202 -1.170

***

Here is C43H37IrN4O2P2S3Te as an isolated structure from the Open Molecules 2025 dataset. Energies are from ωB97M-V/def2-TZVPD.

Frontier orbital gap   0.2245 Eh
Spin multiplicity   1
LUMO   -0.02831 Ha
Charge   0

Atoms and positions in Å:
C1 2.382 0.064 3.263
H1 -2.739 1.439 -2.128
P1 -2.468 -0.644 1.199
N1 6.066 -1.156 -5.145
H2 1.783 0.137 4.169
H3 -4.981 -4.817 0.410
H4 -2.556 0.119 3.989
H5 -0.388 4.675 0.504
C2 -3.283 2.461 -0.323
C3 -6.101 0.614 2.542
H6 2.508 -0.978 2.977
C4 -5.845 0.909 3.874
C5 -3.538 -1.605 -1.178
C6 4.758 -0.384 -3.266
C7 0.971 4.721 -1.166
H7 -7.089 0.771 2.129
C8 1.227 -2.970 -0.879
Ir1 0.275 -0.836 0.388
C9 5.501 -1.386 -3.900
C10 6.167 2.063 3.491
H8 -1.187 -5.433 -2.335
H9 -6.250 4.007 0.206
C11 4.288 -1.873 -1.444
H10 -5.295 -0.113 0.698
C12 -3.341 -1.862 0.172
O1 3.830 -1.075 0.989
C13 1.507 4.007 -2.231
C14 -1.465 0.379 0.270
C15 5.401 2.136 2.340
C16 -0.952 -3.603 -1.232
C17 0.873 -4.820 -2.104
H11 -5.336 -4.356 -1.995
H12 -4.897 1.873 -3.250
C18 -3.517 1.993 -1.615
N2 -0.103 -2.720 -0.727
H13 -4.373 0.957 5.437
C19 4.160 -0.628 -2.047
C20 3.337 1.553 1.012
H14 6.829 -1.761 -5.401
H15 4.655 0.586 -3.737
C21 -3.872 -3.015 0.745
P2 -1.689 2.095 0.508
H16 6.294 1.290 5.490
H17 1.486 2.153 -3.314
C22 0.009 4.142 -0.351
C23 -5.090 0.114 1.737
H18 -3.714 -3.216 1.799
C24 3.701 0.779 3.369
H19 5.082 -3.845 -1.591
H20 -2.006 -3.426 -1.081
H21 5.760 2.697 1.484
H22 3.586 0.153 -1.560
C25 -4.726 2.240 -2.246
C26 -4.259 -2.502 -1.958
H23 -4.080 3.553 1.326
Te1 1.364 1.074 1.690
C27 5.010 -2.878 -2.068
H24 -6.637 1.294 4.503
C28 -3.557 0.239 3.595
H25 -0.240 1.126 -1.866
N3 1.923 -2.021 -0.192
C29 5.616 -2.635 -3.286
H26 2.263 4.459 -2.861
N4 1.746 -3.961 -1.588
S1 -0.938 -1.594 2.209
H27 -3.102 -0.711 -1.603
C30 0.102 2.136 -1.675
C31 -4.777 -3.656 -1.388
C32 4.474 0.710 4.523
H28 1.295 -5.634 -2.684
C33 -5.716 2.960 -1.587
H29 4.108 0.151 5.376
S2 -1.643 2.962 2.283
H30 3.707 0.851 0.263
H31 -6.663 3.150 -2.077
H32 3.277 2.560 0.601
H33 6.231 -0.193 -5.385
H34 -4.412 -2.301 -3.011
C34 -4.580 -3.915 -0.034
C35 4.167 1.498 2.271
C36 -0.497 -4.708 -1.932
S3 3.524 -2.175 0.111
C37 5.701 1.348 4.586
H35 6.180 -3.420 -3.776
C38 -4.575 0.716 4.402
C39 1.073 2.714 -2.484
C40 -3.813 -0.072 2.262
H36 7.124 2.566 3.536
H37 1.311 5.728 -0.963
C41 -0.435 2.846 -0.600
C42 -5.484 3.440 -0.307
O2 3.849 -3.510 0.519
C43 -4.270 3.195 0.322